No. 1
Entry from the OMol25 dataset: 2 unconnected molecules or ions with the total composition C4H7NO2 (ωB97M-V with the def2-TZVPD basis set).

Positions of all 14 atoms, in Å:
H: 1.31778 -0.04482 -1.59996
H: -0.00264 -0.87009 1.89495
O: 2.13346 0.84514 1.10126
C: 1.10753 0.37748 0.61118
H: -1.18899 -0.32440 -1.51648
N: -0.64706 -0.14326 -0.67833
O: -0.28830 1.10956 2.48085
H: 0.16524 -1.12644 -3.64914
C: 0.73405 -0.01378 -0.69453
H: -2.30023 -0.12540 0.61900
H: 0.60360 1.50068 2.54211
C: -1.23689 0.00537 0.48135
C: -0.14689 0.15373 1.48336
H: -0.25066 -1.34377 -3.07563

Summary:
E_tot ... -361.749525 hartree
Frontier orbital gap (spin up / spin down) ... 7.943 / 7.946 eV

Electronic structure analysis, natural (NBO) charges in units of e: 0.2268, 0.2062, -0.6231, 0.4522, 0.4263, -0.3681, -0.6915, 0.0357, -0.3194, 0.2155, 0.4958, 0.0261, -0.0465, -0.0361

***

No. 2
Entry from the OMol25 dataset: a single C4H7NO2 molecule at a distorted geometry (ωB97M-V with the def2-TZVPD basis set).

Positions of all 14 atoms, in Å:
H: 0.45535 -1.70138 0.77496
H: -0.87446 1.57086 0.06279
C: -1.30675 -0.65188 0.12950
H: -0.16998 0.34081 -1.34673
O: -0.98602 0.86857 1.92511
C: 0.01245 -1.34723 -0.17833
H: -2.13047 -1.16970 0.61617
H: 0.07031 -2.17377 -0.89194
C: 0.63120 -0.10976 -0.74621
N: 1.80866 0.34662 -0.63826
H: -0.82616 -0.00594 2.31699
C: -1.00602 0.63492 0.60709
O: 1.84919 1.63073 -1.18406
H: 2.79172 1.78715 -1.31697

Summary:
E_tot ... -361.649769 hartree
SMILES ... O/C=C/C/C=N/O
Frontier orbital gap (spin up / spin down) ... 8.091 / 8.092 eV

Electronic structure analysis, natural (NBO) charges in units of e: 0.1969, 0.1981, -0.4545, 0.1874, -0.6323, -0.4462, 0.2029, 0.2185, 0.0308, -0.1334, 0.4892, 0.2426, -0.5755, 0.4756

***

No. 3
Entry from the OMol25 dataset: a single C4H7NO2 molecule at a distorted geometry (ωB97M-V with the def2-TZVPD basis set).

Positions of all 14 atoms, in Å:
N: -0.95825 -1.28629 -0.43920
O: 1.19567 -1.02934 1.41227
H: -0.32084 1.70403 -0.14646
H: -0.29645 -2.02854 -0.21729
C: -0.94818 -0.38014 0.65479
H: 0.50850 -0.69597 -1.86811
C: 0.22307 -0.28965 1.50618
H: 0.16707 0.55548 2.21909
O: 1.54343 0.89509 -0.43909
C: -0.32339 -0.27468 -1.30755
H: -1.84847 0.24501 0.65538
C: 0.17846 0.74943 -0.28740
H: 1.93319 1.58204 0.12329
H: -1.04630 0.21723 -1.95707

Summary:
E_tot ... -361.729237 hartree
SMILES ... O=C[C@@H]1NC[C@@H]1O
Frontier orbital gap ... 9.478 eV

Electronic structure analysis, natural (NBO) charges in units of e: -0.6226, -0.6361, 0.1681, 0.3793, -0.0602, 0.2302, 0.2977, 0.1214, -0.6652, -0.2599, 0.2171, 0.1393, 0.4869, 0.2040

***

No. 4
Entry from the OMol25 dataset: a single C4H7NO2 molecule (ωB97M-V with the def2-TZVPD basis set).

Positions of all 14 atoms, in Å:
C: -0.61524 1.09847 0.22021
O: -1.81395 1.28556 0.38342
H: 1.47514 -1.75186 0.08547
C: 1.26146 -0.65908 0.13595
C: -0.14486 -0.32740 -0.02962
H: 1.28777 1.80681 0.02356
C: -1.12104 -1.32259 -0.47892
H: -0.83932 -1.50020 -1.53140
H: -0.95430 -2.28863 0.01835
H: 0.03098 2.98852 0.47299
H: 1.18763 -0.53119 1.29506
H: -2.15898 -0.99582 -0.42234
N: 0.34080 2.03822 0.33112
O: 2.06389 0.15921 -0.50386

Summary:
E_tot ... -361.740319 hartree
Frontier orbital gap (spin up / spin down) ... 7.304 / 6.738 eV

Electronic structure analysis, natural (NBO) charges in units of e: 0.5597, -0.5847, 0.1838, -0.1359, 0.3444, 0.4513, -0.7193, 0.2781, 0.2545, 0.4059, 0.2236, 0.2655, -0.7938, -0.7330

***

No. 5
Entry from the OMol25 dataset: 2 unconnected molecules or ions with the total composition C4H7NO2 (ωB97M-V with the def2-TZVPD basis set).

Positions of all 14 atoms, in Å:
H: 0.93887 0.08338 2.00262
N: -1.81243 -0.95863 1.28394
H: -0.29052 1.35369 -0.66564
C: 0.70597 0.14259 0.95281
C: 1.66864 0.20051 -2.06212
H: -0.90153 1.64009 1.04137
H: 2.51455 -0.41283 -1.69864
H: 0.72876 -0.35302 -2.24556
C: -0.71899 -0.42814 0.62620
H: -1.85341 -1.96391 1.35974
O: 1.75851 1.38915 -2.24483
H: -2.69566 -0.51218 1.08592
O: 0.36510 -1.14257 0.22381
C: -0.40786 0.96187 0.34039

Summary:
E_tot ... -361.685398 hartree
SMILES ... N[C@]12C[C@@H]1O2.C=O
Frontier orbital gap ... 8.478 eV

Electronic structure analysis, natural (NBO) charges in units of e: 0.2029, -0.8298, 0.2180, -0.1057, 0.2872, 0.2198, 0.1154, 0.1114, 0.4445, 0.3998, -0.5176, 0.3949, -0.4925, -0.4483

***

No. 6
Entry from the OMol25 dataset: a single C4H7NO2 molecule (ωB97M-V with the def2-TZVPD basis set).

Positions of all 14 atoms, in Å:
H: -0.17869 -1.84451 1.96051
H: 0.94995 2.13400 0.73271
O: 0.15241 -0.92598 -1.11868
H: -1.36228 0.84584 -0.01383
H: 1.51630 1.35905 -0.77134
C: 0.75010 1.34003 0.00762
H: -0.67386 -2.74454 0.48947
H: 1.02530 -2.72058 0.98949
N: -0.90408 2.10508 -1.62078
O: 0.79576 0.12154 0.76386
H: -1.89029 1.97033 -1.85383
C: -0.63511 1.44245 -0.58217
C: 0.34916 -0.94745 0.06860
C: 0.10531 -2.13524 0.94838

Summary:
E_tot ... -361.836856 hartree
SMILES ... [H]/N=C/COC(C)=O
Frontier orbital gap ... 11.069 eV

Electronic structure analysis, natural (NBO) charges in units of e: 0.2346, 0.2136, -0.5845, 0.1463, 0.2144, -0.1459, 0.2411, 0.2455, -0.6007, -0.5050, 0.3398, 0.1297, 0.7899, -0.7188

***

No. 7
Entry from the OMol25 dataset: 2 unconnected molecules or ions with the total composition C4H7NO2 (ωB97M-V with the def2-TZVPD basis set).

Positions of all 14 atoms, in Å:
C: -0.73142 -0.52056 0.19029
H: -1.40166 2.03013 -1.30978
H: -0.48439 -2.34109 1.13552
C: 0.57310 -0.32382 -0.37610
H: 0.35317 1.67576 -1.59300
C: 1.78152 -0.42377 0.39080
H: -0.20349 2.22083 0.05271
O: 2.91273 -0.30901 -0.06076
H: 1.63523 -0.55752 1.48996
H: 0.66233 -0.48313 -1.44912
C: -0.45941 1.72057 -0.87522
H: -1.96452 -1.50029 1.45577
O: -1.63459 0.31583 -0.10692
N: -1.03860 -1.50393 1.05585

Summary:
E_tot ... -361.721943 hartree
Frontier orbital gap (spin up / spin down) ... 7.588 / 7.589 eV

Electronic structure analysis, natural (NBO) charges in units of e: 0.6624, 0.1937, 0.4099, -0.5907, 0.2045, 0.3546, 0.2057, -0.5927, 0.0921, 0.2455, -0.2323, 0.4053, -0.5834, -0.7745

***

No. 8
Entry from the OMol25 dataset: a single C4H7NO2 molecule (ωB97M-V with the def2-TZVPD basis set).

Positions of all 14 atoms, in Å:
C: -0.59417 -1.19566 -0.00574
H: -1.35969 -1.86750 0.39608
H: 0.19165 -0.60137 1.95421
H: 0.22206 -1.83230 -0.32613
H: 1.88379 -0.45281 -0.05474
H: -0.85602 1.14604 -2.25796
O: -1.01517 0.85637 1.23052
N: 0.74355 1.06447 -0.97028
C: 1.20751 0.35988 0.23311
H: -0.67490 1.66234 0.82254
C: -0.31127 0.59356 -1.49988
C: -0.04297 -0.16689 0.97741
H: 1.86146 0.98279 0.85432
O: -1.03865 -0.50052 -1.17593

Summary:
E_tot ... -361.815103 hartree
SMILES ... O[C@@H]1CN=COC1
Frontier orbital gap ... 10.690 eV

Electronic structure analysis, natural (NBO) charges in units of e: -0.0943, 0.2055, 0.1912, 0.1774, 0.2044, 0.1786, -0.7127, -0.5126, -0.2843, 0.4776, 0.4056, 0.0429, 0.2088, -0.4881

***

No. 9
Entry from the OMol25 dataset: a single C4H7NO2 molecule at a distorted geometry (ωB97M-V with the def2-TZVPD basis set).

Positions of all 14 atoms, in Å:
N: -0.16914 1.18567 -1.13983
H: -1.67020 0.27531 1.19623
O: 0.12328 -1.03748 -0.75770
H: 2.82547 0.24051 -0.50322
H: -0.67205 1.99702 -0.77188
C: -1.91445 0.03042 0.15565
H: -2.64558 0.77016 -0.19203
H: 1.88240 -1.93748 0.23491
C: -0.64683 0.11268 -0.66526
C: 1.21771 -1.06246 0.34054
C: 1.93642 0.23286 0.15083
H: -2.37615 -0.95806 0.12413
O: 1.41745 1.25465 0.53083
H: 0.69167 -1.10378 1.29679

Summary:
E_tot ... -361.775940 hartree
SMILES ... [H]/N=C(\C)OCC=O
Frontier orbital gap ... 10.281 eV

Electronic structure analysis, natural (NBO) charges in units of e: -0.6301, 0.2317, -0.5311, 0.1270, 0.3483, -0.7123, 0.2282, 0.2099, 0.5579, -0.1684, 0.3910, 0.2324, -0.4827, 0.1984

***

The lowest E_tot belongs to which entry?
number 6